DFT (ωB97M-V/def2-TZVPD) results for a molecular structure, C51H47N3O8P2SSe2SrTe.

Geometry as XYZ:
```
116
Properties=species:S:1:pos:R:3:forces:R:3
Sr -0.6819 1.2439 -0.8018 1.730 -1.986 -0.800
O -0.5976 3.9725 2.5058 -0.296 -0.418 -0.536
C -1.0475 3.2761 1.5837 0.370 0.081 -0.522
O -0.5047 3.0436 0.4342 -0.664 1.667 2.403
C -2.3600 2.4812 1.8924 0.331 -0.594 -0.707
C -1.9276 1.0271 2.3143 -0.732 0.460 -0.671
C -3.0473 0.3375 3.0833 -0.394 0.006 -0.271
C -4.0927 0.0773 1.9395 0.268 0.114 0.362
C -3.3475 0.5977 0.7087 0.274 0.826 0.595
O -1.9511 0.2910 1.0511 -0.976 0.449 0.750
C -3.3668 2.1594 0.6933 0.977 -0.218 0.117
C -2.9906 2.8226 -0.6820 -0.420 -0.073 -0.495
O -3.1517 4.0346 -0.8052 0.039 -0.798 0.149
O -2.6088 1.9869 -1.6243 -1.876 1.635 0.507
H -2.8397 2.9960 2.7112 -0.215 0.054 0.223
H -0.9506 0.9757 2.7756 0.236 -0.078 -0.063
H -3.4310 0.9694 3.8869 -0.010 -0.053 -0.042
H -2.6892 -0.5991 3.5086 -0.005 -0.056 0.016
H -5.0307 0.6157 2.0883 0.027 -0.036 0.021
H -4.3140 -0.9856 1.8346 0.032 0.023 0.032
H -3.6327 0.1347 -0.2223 0.130 -0.162 -0.249
H -4.3578 2.5498 0.9044 -0.148 -0.003 0.179
Se 6.3644 -1.6190 0.5924 0.113 0.370 0.187
P 5.3544 0.0058 1.5038 0.101 0.047 -0.456
C 5.0544 -0.2328 3.2716 -0.055 0.109 0.372
C 4.6014 0.8469 4.0404 -0.073 -0.009 -0.027
C 4.4236 0.7040 5.4077 -0.006 -0.139 -0.034
C 4.6593 -0.5318 6.0120 0.009 -0.031 -0.162
C 5.0784 -1.6142 5.2464 -0.024 0.148 -0.188
C 5.2900 -1.4605 3.8720 0.024 -0.037 0.286
C 6.4368 1.4910 1.4245 0.009 0.131 -0.281
C 6.6565 2.1257 0.1894 -0.044 -0.072 0.314
C 7.5533 3.1775 0.0925 0.030 -0.029 0.100
C 8.2633 3.6088 1.2144 -0.095 -0.101 -0.031
C 8.0831 2.9642 2.4287 -0.185 -0.196 -0.129
C 7.1751 1.9038 2.5288 0.126 0.192 -0.055
C 3.7399 0.4850 0.8491 -0.047 0.689 -0.149
C 2.4466 -0.0741 0.7877 -0.111 -0.080 -0.231
N 1.6551 0.8538 0.2033 0.915 0.069 0.393
N 2.3811 1.9286 -0.0851 0.928 -1.014 0.765
N 3.6523 1.7319 0.3147 -0.877 -0.259 -0.260
P 1.7282 -1.6788 1.2141 0.124 0.071 -0.443
Se -0.0877 -2.2779 0.2606 0.538 0.215 -0.022
C 3.0679 -2.8603 0.8518 -0.023 -0.199 -0.091
C 3.4573 -2.9900 -0.4883 -0.091 -0.192 0.190
C 4.4010 -3.9375 -0.8490 -0.088 -0.137 0.113
C 4.9644 -4.7727 0.1180 -0.112 0.071 -0.154
C 4.5879 -4.6449 1.4448 -0.165 0.140 0.020
C 3.6405 -3.6873 1.8114 0.157 -0.099 -0.019
C 1.4329 -1.6681 2.9998 -0.121 -0.239 0.278
C 1.3695 -0.4598 3.6785 0.020 0.072 0.227
C 0.9542 -0.4248 5.0120 0.064 0.000 -0.107
C 0.6267 -1.5980 5.6728 0.041 -0.113 -0.134
C 0.6822 -2.8190 4.9932 0.042 0.189 -0.096
C 1.0596 -2.8518 3.6586 -0.018 0.206 0.081
H 4.3993 1.8042 3.5619 0.013 -0.152 0.052
H 4.0893 1.5505 6.0001 0.017 -0.099 -0.061
H 4.5062 -0.6490 7.0800 0.005 0.000 -0.073
H 5.2508 -2.5782 5.7140 -0.014 0.071 -0.033
H 5.6522 -2.2802 3.2543 -0.043 0.110 0.110
H 6.1143 1.8002 -0.6858 -0.065 -0.011 0.005
H 7.6991 3.6664 -0.8665 -0.033 -0.046 0.120
H 8.9535 4.4436 1.1361 -0.048 -0.088 -0.005
H 8.6443 3.2768 3.3034 -0.060 -0.034 -0.051
H 7.0557 1.4030 3.4801 0.000 0.017 0.010
H 3.0172 -2.3471 -1.2421 -0.015 0.013 0.020
H 4.7075 -4.0201 -1.8872 -0.025 0.019 0.114
H 5.7086 -5.5117 -0.1672 -0.089 0.094 0.019
H 5.0378 -5.2786 2.2039 -0.054 0.074 -0.062
H 3.3724 -3.5752 2.8560 0.009 -0.029 -0.078
H 1.6211 0.4617 3.1610 -0.011 -0.058 0.060
H 0.8847 0.5300 5.5235 0.026 -0.075 -0.048
H 0.3156 -1.5673 6.7125 0.007 -0.009 -0.089
H 0.4048 -3.7385 5.4992 0.018 0.076 -0.045
H 1.0293 -3.7866 3.1084 0.022 0.072 0.029
O -2.8395 -2.0364 -3.7755 1.402 0.982 0.196
S -1.5626 -1.1774 -3.5276 -1.730 -0.854 -0.061
C -0.2175 -2.3419 -3.7380 0.279 -0.140 -0.261
C -0.2036 -2.6217 -5.2448 0.007 0.153 0.154
C -0.2062 -1.2313 -5.8962 -0.312 -0.097 0.212
C -1.2395 -0.3740 -5.1302 0.318 -0.022 -0.090
H -0.4567 -3.1933 -3.1009 0.052 0.020 -0.038
H 0.7017 -1.8572 -3.3927 -0.172 -0.067 -0.059
H -1.1088 -3.1756 -5.5047 0.015 -0.001 -0.010
H 0.6633 -3.2143 -5.5439 0.033 0.022 0.039
H -0.4411 -1.2814 -6.9610 -0.057 0.011 -0.009
H 0.7685 -0.7678 -5.7707 0.075 0.048 0.012
H -2.2291 -0.3509 -5.5866 0.026 -0.002 -0.017
H -0.8788 0.6398 -4.9406 -0.026 -0.151 0.009
O 1.9130 0.5886 -4.4011 -0.233 -0.001 1.429
C 1.7128 0.5740 -3.1615 -1.479 -0.118 -1.649
O 0.5754 0.5575 -2.5617 1.527 -0.219 -1.703
H 2.5626 0.5304 -2.5111 1.032 0.059 0.738
Te -4.4595 0.4990 -3.0259 0.290 0.041 0.012
C -5.9763 -0.5098 -4.0909 -0.703 -0.008 -0.237
C -6.5682 -1.6601 -3.5631 -0.230 -0.042 -0.345
C -7.6629 -2.2579 -4.1977 0.238 0.251 -0.047
C -8.1761 -1.7121 -5.3727 0.249 0.171 0.104
C -7.5778 -0.5770 -5.9236 0.230 -0.068 0.312
C -6.4829 0.0180 -5.2876 -0.313 -0.465 0.128
C -5.7482 2.0825 -2.4297 -0.323 0.256 0.150
C -6.8919 1.8145 -1.6578 0.114 0.479 -0.188
C -7.7057 2.8588 -1.2125 0.334 -0.001 -0.215
C -7.3770 4.1832 -1.5157 0.153 -0.300 -0.080
C -6.2369 4.4563 -2.2648 0.033 -0.353 -0.044
C -5.4253 3.4124 -2.7243 -0.277 -0.086 0.181
H -6.1680 -2.0938 -2.6529 -0.035 0.055 -0.035
H -8.1173 -3.1428 -3.7650 0.023 0.020 -0.029
H -9.0349 -2.1661 -5.8560 0.052 0.016 0.011
H -7.9630 -0.1517 -6.8445 0.011 -0.017 0.038
H -6.0250 0.9004 -5.7175 -0.004 0.023 0.022
H -7.1469 0.7899 -1.4092 0.028 0.016 -0.007
H -8.5848 2.6396 -0.6174 -0.001 -0.002 -0.004
H -7.9984 4.9953 -1.1550 0.012 -0.032 -0.007
H -5.9630 5.4827 -2.4863 0.012 -0.091 0.042
H -4.5199 3.6364 -3.2794 -0.095 -0.039 0.093
```
Positions in Å, forces in eV/Å.

Results
HOMO = -3.263 eV
gap between HOMO and LUMO = 6.9 eV
LUMO energy = 3.62 eV
relative energy (zero: lowest compared OMol25 entry of this formula, charge and spin) = 1.1695 eV
net charge = -2

Mulliken atomic charge list, values in e, 8 entries: 2.26 -0.85 -0.09 -0.89 0.17 0.16 -1.11 -0.95

DFT (ωB97M-V/def2-TZVPD) results for a molecular structure, C44H32GeN10O9Ti.

Geometry as XYZ:
```
97
Properties=species:S:1:pos:R:3:forces:R:3
Ti -1.9381 -0.2697 0.0339 -1.212 0.343 0.073
N -1.2137 3.6668 3.7045 0.024 0.033 0.026
C -2.1631 2.8087 3.3015 0.002 -0.046 -0.042
N -2.4438 2.5186 2.0752 0.068 -0.066 0.005
C -1.6749 3.0913 1.0799 -0.081 -0.099 0.000
N -1.8406 2.7985 -0.1670 0.178 0.055 -0.192
N -2.6497 1.7120 -0.4292 -0.131 0.377 0.029
C -3.5629 1.8534 -1.3060 -0.046 0.056 0.103
C -4.3581 0.6801 -1.6578 -0.052 -0.013 0.022
C -5.2603 0.6837 -2.7014 -0.038 0.031 0.037
C -5.9108 -0.5034 -3.0096 0.024 -0.017 0.016
C -5.6765 -1.6147 -2.2228 -0.059 0.043 -0.024
C -4.7799 -1.5151 -1.1669 -0.018 -0.042 0.215
N -4.1074 -0.4013 -0.9058 0.267 0.125 -0.209
C -0.6468 4.0739 1.4282 -0.085 0.063 0.004
C 0.1274 4.7356 0.4712 0.007 -0.035 0.017
C 1.0845 5.6444 0.8626 0.011 0.007 -0.001
C 1.2871 5.9050 2.2204 0.005 -0.017 -0.005
C 0.5390 5.2583 3.1792 0.050 -0.033 0.016
C -0.4285 4.3385 2.7775 0.019 0.019 -0.046
H -1.0011 3.7542 4.6847 -0.055 -0.005 0.001
H -2.7375 2.3363 4.0918 0.022 0.001 0.020
H -3.7453 2.8215 -1.7632 0.014 -0.009 -0.007
H -5.4264 1.5864 -3.2731 0.025 -0.008 -0.018
H -6.5831 -0.5561 -3.8550 -0.030 0.002 0.023
H -6.1664 -2.5571 -2.4205 -0.006 -0.004 0.028
H -4.6033 -2.3455 -0.4985 0.077 -0.028 -0.080
H -0.0432 4.5070 -0.5715 0.008 0.014 -0.005
H 1.6851 6.1551 0.1228 0.003 -0.014 -0.009
H 2.0408 6.6189 2.5246 0.006 -0.003 0.003
H 0.6978 5.4529 4.2328 -0.007 0.001 0.002
O 0.2585 0.9574 3.1562 0.125 0.025 -0.108
C -0.4465 0.2001 2.5283 -0.282 0.011 0.263
O -0.6363 0.3032 1.2297 0.408 -0.001 0.285
C -1.1941 -0.9064 3.1983 -0.068 0.066 -0.125
C -0.6893 -1.4427 4.3621 0.067 -0.015 0.082
C -1.3905 -2.4459 5.0086 -0.013 0.072 -0.139
C -2.5909 -2.9075 4.5144 -0.042 -0.098 0.036
C -3.0967 -2.3646 3.3507 0.007 0.058 -0.060
C -2.4274 -1.3347 2.6512 0.085 -0.074 0.245
O -2.9099 -0.7582 1.5857 -0.091 -0.208 0.369
N -4.3777 -2.9060 2.8812 -0.090 0.093 0.021
O -4.6816 -2.7423 1.7175 0.038 -0.070 -0.024
O -5.0661 -3.4902 3.6940 0.014 -0.019 0.017
N -0.8586 -3.0192 6.2469 -0.001 0.002 0.047
O 0.2088 -2.5977 6.6441 0.024 0.002 0.000
O -1.5211 -3.8710 6.8030 -0.003 -0.031 -0.006
H 0.2475 -1.0773 4.7596 -0.017 0.008 0.006
H -3.1328 -3.6908 5.0225 -0.011 0.020 0.016
O -2.0207 -0.3149 -2.7846 0.069 0.059 -0.051
C -0.9110 0.1024 -2.4660 0.008 -0.106 -0.139
O -0.5620 0.1878 -1.2111 0.455 0.278 -0.565
C 0.0991 0.5761 -3.4836 0.145 0.030 0.147
C 1.3465 1.1935 -2.8567 -0.159 -0.128 0.100
Ge 2.5339 -0.0250 -1.8639 0.252 -0.030 -0.073
C 1.7863 -1.6648 -1.0973 0.002 0.038 -0.085
C 1.4705 -2.7413 -1.9264 -0.073 0.059 0.028
C 1.0398 -3.9495 -1.3934 -0.027 0.003 -0.007
C 0.9280 -4.0983 -0.0179 0.000 -0.017 -0.021
C 1.2406 -3.0359 0.8181 0.004 0.017 0.018
C 1.6667 -1.8277 0.2813 0.031 -0.051 -0.015
C 3.3575 0.9926 -0.4151 -0.033 -0.032 -0.021
C 2.5425 1.6296 0.5227 -0.029 -0.009 -0.049
C 3.0945 2.3023 1.6034 -0.003 0.019 -0.004
C 4.4732 2.3546 1.7540 0.006 0.017 -0.005
C 5.2957 1.7346 0.8235 0.010 0.009 -0.013
C 4.7404 1.0551 -0.2531 -0.039 0.027 0.006
C 3.9293 -0.6792 -3.0854 -0.014 0.040 0.051
C 4.7619 -1.7172 -2.6587 -0.029 0.014 0.004
C 5.7718 -2.2074 -3.4729 0.012 0.000 -0.007
C 5.9633 -1.6713 -4.7396 -0.001 -0.006 0.005
C 5.1443 -0.6447 -5.1827 -0.007 0.007 -0.006
C 4.1394 -0.1530 -4.3581 -0.019 0.012 0.037
H -0.4299 1.3016 -4.1071 -0.001 -0.051 -0.066
H 0.3366 -0.2723 -4.1310 -0.059 -0.014 -0.016
H 1.0373 1.9718 -2.1562 0.090 0.034 -0.004
H 1.9605 1.6689 -3.6230 -0.034 0.033 -0.010
H 1.5749 -2.6452 -3.0025 0.025 -0.028 -0.008
H 0.8004 -4.7754 -2.0518 -0.001 -0.007 -0.001
H 0.6054 -5.0439 0.3995 -0.015 0.002 0.008
H 1.1607 -3.1516 1.8929 0.008 0.000 0.004
H 1.9293 -1.0106 0.9435 -0.013 0.009 0.019
H 1.4620 1.5845 0.4209 -0.014 -0.005 0.034
H 2.4442 2.7688 2.3324 -0.032 0.007 0.020
H 4.9082 2.8739 2.5991 -0.001 0.004 0.001
H 6.3718 1.7760 0.9380 0.001 0.001 0.004
H 5.3898 0.5719 -0.9742 0.016 -0.011 0.010
H 4.6122 -2.1536 -1.6767 0.007 -0.020 -0.001
H 6.4077 -3.0109 -3.1232 -0.004 -0.003 0.007
H 6.7461 -2.0566 -5.3804 0.005 0.000 0.001
H 5.2867 -0.2257 -6.1709 -0.003 0.003 -0.001
H 3.5128 0.6530 -4.7218 0.009 0.002 -0.027
N -2.8709 -4.4259 -4.3109 -0.002 -0.010 -0.019
C -2.7124 -4.1051 -3.2135 0.159 0.178 -0.156
N -2.5992 -3.8183 -1.9380 -0.203 -0.309 0.090
C -2.1485 -2.8964 -1.2583 0.117 0.014 0.304
N -1.8128 -2.1213 -0.4201 0.244 -0.652 -0.454
```
Positions in Å, forces in eV/Å.

Results
HOMO = -8.944 eV
gap between HOMO and LUMO = 7.5 eV
LUMO energy = -1.44 eV
relative energy (zero: lowest compared OMol25 entry of this formula, charge and spin) = 0.3222 eV

Mulliken atomic charge list, values in e, 8 entries: -1.38 0.13 -0.48 -0.44 -0.09 -1.23 0.84 -0.18

DFT (ωB97M-V/def2-TZVPD) results for 2 unconnected molecules or ions with the total composition C6H20OSi3.

Geometry as XYZ:
```
30
Properties=species:S:1:pos:R:3:forces:R:3
C -2.9856 -0.4445 -1.4121 0.253 0.223 0.617
C -2.1799 -2.1061 1.1249 0.024 0.571 -0.077
C -0.9289 2.5840 -0.2370 -0.499 -0.338 0.225
C 1.6432 -0.2028 -1.7144 -0.015 0.001 0.636
C 2.8959 -1.6959 0.6665 -0.395 0.575 -0.174
C 2.8941 1.4039 0.5882 -0.347 -0.473 -0.088
O 0.4907 -0.2174 0.9584 -3.920 1.656 0.975
Si -2.8479 -0.4497 0.4933 -0.401 -1.020 -0.594
Si -1.4288 1.3024 1.0691 3.499 -1.326 -0.974
Si 1.8627 -0.1615 0.1898 1.817 0.005 -1.099
H -3.6316 -1.2390 -1.7739 -0.117 -0.178 0.133
H -3.3850 0.4934 -1.7881 -0.062 0.165 -0.008
H -2.0045 -0.5894 -1.8565 0.184 -0.023 -0.049
H -1.2116 -2.2990 0.6719 0.135 0.088 -0.056
H -2.0264 -2.0806 2.1990 0.017 0.026 0.185
H -2.8425 -2.9372 0.8986 -0.247 0.038 -0.106
H -1.4985 2.4737 -1.1571 -0.062 -0.084 -0.074
H -1.0527 3.6082 0.1083 -0.028 0.044 0.167
H 0.1194 2.4366 -0.4828 0.146 -0.081 0.090
H 1.0571 0.6412 -2.0705 -0.113 0.206 -0.052
H 2.5946 -0.1818 -2.2368 0.242 0.021 -0.067
H 1.1246 -1.1076 -2.0204 -0.119 -0.201 -0.021
H 3.0706 -1.7244 1.7372 0.026 0.040 0.236
H 2.3761 -2.6097 0.3956 -0.138 -0.167 -0.084
H 3.8602 -1.7000 0.1685 0.226 0.031 -0.134
H 3.5194 1.7160 -0.2428 0.125 0.009 -0.196
H 2.2459 2.2386 0.8437 -0.146 0.169 0.031
H 3.5447 1.2358 1.4412 0.102 -0.055 0.198
H -4.2065 -0.1947 1.0444 0.108 0.117 0.071
H -1.0688 1.8074 2.3936 -0.294 -0.041 0.290
```
Positions in Å, forces in eV/Å.

Results
HOMO = -8.917 eV
gap between HOMO and LUMO = 8.3 eV
LUMO energy = -0.58 eV
relative energy (zero: lowest compared OMol25 entry of this formula, charge and spin) = 0.0956 eV

Mulliken atomic charge list, values in e, 8 entries: -1.04 -0.92 -0.89 -1.06 -1.10 -1.13 -0.49 0.49

DFT (ωB97M-V/def2-TZVPD) results for a molecular structure, C2H2FHg.

Geometry as XYZ:
```
6
Properties=species:S:1:pos:R:3:forces:R:3
F 0.4588 -0.2552 -1.8243 -0.968 0.691 1.494
C -0.6813 0.5421 -0.5692 0.128 -3.217 -0.666
C -0.1875 0.7621 0.5855 0.717 2.238 -0.967
H -1.4877 -0.1084 -0.9032 -0.111 0.989 -0.637
H 0.2989 1.6893 0.9031 -0.026 -0.792 0.920
Hg 1.2811 -1.2883 0.6489 0.259 0.090 -0.145
```
Positions in Å, forces in eV/Å.

Results
2S+1 = 2
HOMO (alpha / beta) = -8.908 / -8.851 eV
gap between HOMO and LUMO (alpha / beta) = 8.3 / 6.1 eV
LUMO energy (alpha / beta) = -0.64 / -2.77 eV
relative energy (zero: lowest compared OMol25 entry of this formula, charge and spin) = 1.0825 eV

The net atomic charges from Mulliken, expressed in e, are: -0.48 0.04 -0.46 0.29 0.36 0.24

Computed max |F| (eV Å⁻¹) in order:
3.0, 1.3, 4.4, 3.3